# 1
Formula: C18H27N3O3S
Source: the Open Molecules 2025 dataset
Level of theory: the ωB97M-V functional and the def2-TZVPD basis

Element x y z (Å)
C (4.32, -0.77, -3.15)
C (3.61, -0.75, -1.81)
O (3.83, -1.57, -0.95)
N (2.70, 0.26, -1.66)
C (1.94, 0.49, -0.51)
C (1.98, -0.18, 0.70)
C (1.11, 0.23, 1.70)
C (0.24, 1.28, 1.48)
C (0.20, 1.97, 0.28)
C (1.07, 1.56, -0.72)
C (1.25, 2.11, -2.10)
H (1.52, 3.17, -2.07)
H (0.33, 2.03, -2.68)
C (2.38, 1.25, -2.68)
H (2.06, 0.74, -3.60)
H (3.26, 1.85, -2.91)
H (-0.48, 2.79, 0.16)
S (-0.90, 1.75, 2.78)
O (-1.61, 2.93, 2.38)
O (-0.19, 1.74, 4.02)
N (-2.01, 0.52, 2.89)
C (-3.02, 0.39, 1.87)
C (-2.57, -0.32, 0.58)
H (-3.42, -0.32, -0.10)
H (-1.76, 0.25, 0.12)
C (-2.11, -1.77, 0.84)
N (-1.76, -2.59, -0.28)
C (-2.80, -2.98, -1.20)
C (-2.97, -2.06, -2.42)
C (-1.63, -1.90, -3.13)
C (-0.59, -1.38, -2.15)
C (-0.50, -2.33, -0.95)
H (0.22, -1.95, -0.22)
H (-0.13, -3.30, -1.31)
H (0.39, -1.32, -2.62)
H (-0.87, -0.38, -1.81)
H (-1.73, -1.22, -3.98)
H (-1.31, -2.87, -3.52)
H (-3.71, -2.50, -3.10)
H (-3.34, -1.08, -2.11)
H (-3.74, -3.05, -0.65)
H (-2.55, -3.99, -1.57)
H (-2.92, -2.29, 1.38)
H (-1.24, -1.75, 1.50)
H (-3.87, -0.14, 2.30)
H (-3.32, 1.41, 1.64)
H (-1.62, -0.34, 3.24)
H (1.11, -0.24, 2.67)
H (2.66, -1.00, 0.86)
H (3.61, -0.92, -3.96)
H (5.03, -1.59, -3.14)
H (4.85, 0.16, -3.32)

Values from the calculation:
- LUMO (eV) = 0.45
- HOMO level (eV) = -8.1
- SMILES string = CC(=O)N1CCc2cc(S(=O)(=O)NCCCN3CCCCC3)ccc21
- ΔE to the lowest compared entry with this formula, charge and spin (kcal per mole) = 27.0
- DFT total energy (eV) = -40552.69990
- orbital gap (eV) = 8.51

Atomic partial charges in e from the Mulliken method, atoms 1 to 5:
1. C -1.34
2. C 0.89
3. O -0.63
4. N 0.20
5. C -0.15

=====

# 2
Formula: C5H7NO
Source: the Open Molecules 2025 dataset
Level of theory: the ωB97M-V functional and the def2-TZVPD basis

Element x y z (Å)
C (-1.85, 0.29, -0.08)
C (-0.37, 0.11, -0.05)
C (0.59, 0.90, 0.61)
C (1.81, 0.23, 0.48)
N (1.71, -0.95, -0.18)
C (0.29, -1.26, 0.00)
O (-0.19, -2.34, 0.16)
H (-2.13, 1.35, -0.10)
H (-2.29, -0.16, 0.82)
H (-2.30, -0.21, -0.94)
H (0.27, 0.05, -1.44)
H (0.44, 1.90, 1.00)
H (2.79, 0.64, 0.72)
H (1.15, -0.42, -1.42)

Values from the calculation:
- LUMO (eV) = -0.22
- HOMO level (eV) = -9.9
- ΔE to the lowest compared entry with this formula, charge and spin (kcal per mole) = 88.5
- DFT total energy (eV) = -8832.36379
- orbital gap (eV) = 9.68

Atomic partial charges in e from the Mulliken method, atoms 1 to 5:
1. C -1.22
2. C 0.85
3. C -0.54
4. C -0.21
5. N -0.57

=====

# 3
Formula: C4H12N2S
Source: the Open Molecules 2025 dataset
Level of theory: the ωB97M-V functional and the def2-TZVPD basis

Element x y z (Å)
C (1.66, 0.22, 1.75)
N (0.51, 0.89, 1.11)
C (-0.21, 0.03, 0.19)
C (0.71, -0.27, -1.02)
S (0.57, -2.04, -1.46)
C (-1.52, 0.77, -0.29)
N (-2.38, -0.06, -1.10)
H (2.53, 0.34, 1.14)
H (1.47, -0.85, 1.91)
H (1.86, 0.67, 2.72)
H (-0.05, 1.23, 1.88)
H (-0.67, -0.80, 0.76)
H (1.70, 0.07, -0.76)
H (0.33, 0.32, -1.85)
H (1.61, -1.98, -2.32)
H (-1.94, 1.15, 0.62)
H (-1.15, 1.56, -0.97)
H (-3.14, -0.51, -0.62)
H (-1.90, -0.73, -1.69)

Values from the calculation:
- LUMO (eV) = 0.89
- HOMO level (eV) = -8.9
- SMILES string = CN[C@@H](CN)CS
- ΔE to the lowest compared entry with this formula, charge and spin (kcal per mole) = 18.1
- DFT total energy (eV) = -18157.23517
- orbital gap (eV) = 9.74

Atomic partial charges in e from the Mulliken method, atoms 1 to 5:
1. C -0.94
2. N -0.53
3. C 0.25
4. C -0.87
5. S -0.22

=====

# 4
Formula: C5H9N
Source: the Open Molecules 2025 dataset
Level of theory: the ωB97M-V functional and the def2-TZVPD basis

Element x y z (Å)
C (1.83, -0.15, 0.58)
C (0.72, 0.57, -0.20)
C (-0.91, 0.34, 0.13)
C (-1.74, -0.26, -1.03)
C (-0.74, -0.52, 1.27)
N (-0.21, -1.15, 2.09)
H (1.99, 0.13, 1.62)
H (1.88, -1.24, 0.48)
H (2.64, 0.29, -0.02)
H (0.93, 1.64, -0.08)
H (0.86, 0.29, -1.25)
H (-1.40, 1.28, 0.44)
H (-1.70, 0.40, -1.90)
H (-1.34, -1.24, -1.33)
H (-2.81, -0.41, -0.81)

Values from the calculation:
- LUMO (eV) = 0.91
- HOMO level (eV) = -10.9
- SMILES string = CC[C@@H](C)C#N
- ΔE to the lowest compared entry with this formula, charge and spin (kcal per mole) = 23.3
- DFT total energy (eV) = -6819.98509
- orbital gap (eV) = 11.85

Atomic partial charges in e from the Mulliken method, atoms 1 to 5:
1. C -1.29
2. C -0.48
3. C 0.41
4. C -1.38
5. C 0.20

=====

Result set for molecular weight: 365.5 97.1 120.2 83.1 g mol⁻¹, one per record in the order listed.